[1]
{"formula": "C3H6NO2", "method": "ωB97M-V/def2-TZVPD", "symbols": ["O", "O", "N", "C", "C", "C", "H", "H", "H", "H", "H", "H"], "coordinates": [[1.1555, -3.8838, 1.4713], [-0.1158, -1.9662, 1.0397], [-0.3298, 1.7553, -1.4583], [0.5430, 2.3810, -0.4699], [0.1787, -3.0953, 1.5884], [-0.6512, 0.5471, -1.2768], [-0.7448, -3.6949, 2.0544], [-0.1333, 3.2169, -0.1999], [1.3533, 2.8915, -0.9305], [-0.2416, -0.1586, -0.5199], [-1.7234, 0.3978, -1.5931], [0.7095, 1.6094, 0.2947]], "total_charge": -1, "homo_ha": -0.144, "homo_lumo_gap_ev": 7.73, "e_above_lowest_ev": 2.3895}

[2]
{"formula": "C3H6NO2", "method": "ωB97M-V/def2-TZVPD", "symbols": ["O", "O", "N", "C", "C", "C", "H", "H", "H", "H", "H", "H"], "coordinates": [[2.5343, -1.5485, 0.3297], [-2.4179, 1.7058, -0.3249], [-0.5041, 0.4846, 0.1360], [0.1978, -0.7842, 0.0913], [-1.7341, 0.6935, -0.3369], [1.7459, -0.5289, 0.1055], [1.9243, 0.0929, -0.8323], [1.8049, 0.3193, 0.8800], [-2.0846, -0.2485, -0.8055], [-0.1749, -1.4097, -0.7257], [-0.0493, 1.3431, 0.4247], [-0.0840, -1.3383, 1.0174]], "total_charge": -1, "homo_ha": -0.101, "smiles": "O=CNCC[O-]", "homo_lumo_gap_ev": 6.69, "e_above_lowest_ev": 1.9345}